{"formula": "C9H17N2S", "method": "ωB97M-V with the def2-TZVPD basis set", "largest_force_ev_per_a": 5.25, "total_charge": 1, "relative_energy_ev": 0.000, "multiplicity": 3, "symbols": ["C", "C", "C", "C", "C", "C", "C", "C", "C", "N", "N", "S", "H", "H", "H", "H", "H", "H", "H", "H", "H", "H", "H", "H", "H", "H", "H", "H", "H"], "coordinates": [[1.7008, 0.2945, 1.9392], [1.5665, 1.2690, 0.8578], [0.7117, 0.1612, 2.8486], [0.9965, 1.0080, -0.3149], [-0.5868, 0.9866, 2.8436], [0.7542, -0.4082, -0.7515], [1.5099, -0.4731, -2.1577], [-1.2075, -1.9414, -1.3738], [-1.4714, 0.3772, -1.6727], [-1.4055, 0.6370, 1.6181], [-0.7293, -0.6683, -0.8458], [-1.4022, -0.8815, 0.9829], [2.4820, -0.4044, 1.9946], [2.0067, 2.2669, 0.9738], [0.9283, -0.5733, 3.5925], [0.7778, 1.7880, -0.9438], [-1.1533, 0.6497, 3.7810], [-0.5269, 2.1380, 2.7078], [1.1964, -1.2274, -0.1020], [1.1566, 0.3811, -2.7349], [1.4027, -1.4483, -2.5881], [2.4825, -0.3637, -1.9340], [-0.7679, -2.8616, -1.0552], [-2.3245, -1.8979, -1.2871], [-0.9360, -1.7681, -2.4927], [-2.5799, 0.4338, -1.4425], [-0.9576, 1.3192, -1.3282], [-1.3506, 0.2128, -2.7883], [-2.2733, 0.9943, 1.6732]], "atomic_forces_ev_per_a": [[-2.234, 0.445, 0.656], [0.707, 0.802, -0.800], [0.804, 1.148, -1.271], [0.889, -2.168, 2.795], [-0.721, -0.447, 0.437], [0.197, -0.541, -1.505], [-4.049, -0.275, 1.169], [-0.251, 1.149, -3.568], [0.849, 1.082, 0.571], [3.928, -1.073, -0.149], [0.127, 1.522, -4.126], [-1.010, -1.023, 5.052], [1.306, -0.571, 0.022], [-0.452, -0.177, 0.387], [-0.594, -0.275, 0.699], [-0.006, 1.579, -1.743], [0.597, 0.994, -1.206], [0.395, -1.992, 0.782], [-0.649, 1.210, -0.399], [0.104, -0.427, -0.458], [-0.328, -0.322, -0.710], [3.559, 0.614, 0.689], [0.362, -0.323, 0.726], [0.991, -0.531, -0.064], [-0.782, -1.270, 1.602], [1.358, -0.355, -0.002], [-1.270, -0.707, -0.884], [-0.010, 0.159, 1.360], [-3.815, 1.770, -0.061]]}